No. 1
# C52H144N4O36

A 18-piece molecular cluster, C52H144N4O36 overall (ωB97M-V/def2-TZVPD, OMol25).

CARTESIAN COORDINATES (ANGSTROEM)
C: 7.11 10.00 2.10
C: 6.53 10.76 0.91
O: 6.54 9.95 -0.23
O: 8.49 9.58 1.94
H: 6.53 9.15 2.43
H: 7.18 10.70 2.93
H: 7.08 11.69 0.75
H: 5.55 11.12 1.24
H: 7.26 10.23 -0.81
H: 8.56 8.87 1.30
C: 9.31 15.98 -7.08
C: 10.04 15.56 -5.77
O: 10.70 14.25 -5.92
O: 10.16 15.88 -8.23
H: 8.85 16.95 -6.93
H: 8.56 15.21 -7.29
H: 9.50 15.46 -4.83
H: 10.84 16.29 -5.63
H: 11.28 14.37 -6.67
H: 9.76 15.15 -8.72
C: 13.95 16.61 -4.10
C: 13.71 15.51 -3.08
O: 14.89 14.87 -2.49
O: 14.37 17.78 -3.47
H: 12.99 16.71 -4.60
H: 14.60 16.31 -4.92
H: 13.18 14.62 -3.43
H: 13.09 15.89 -2.26
H: 15.12 15.49 -1.80
H: 13.60 18.24 -3.13
C: 3.60 15.06 0.95
C: 2.50 14.03 0.36
O: 2.37 12.86 1.14
O: 4.86 14.46 0.90
H: 3.32 15.28 1.98
H: 3.58 16.06 0.51
H: 2.79 13.83 -0.67
H: 1.54 14.54 0.24
H: 1.85 12.21 0.66
H: 4.99 14.07 0.03
C: 13.05 17.70 -8.71
C: 13.51 16.52 -7.82
O: 12.83 15.28 -8.06
O: 11.85 18.20 -8.36
H: 12.95 17.40 -9.75
H: 13.78 18.52 -8.69
H: 13.23 16.81 -6.80
H: 14.59 16.41 -7.87
H: 11.90 15.48 -8.21
H: 11.25 17.45 -8.41
C: 11.59 12.90 1.89
C: 10.12 12.51 2.01
O: 9.74 11.74 3.11
O: 11.75 13.57 0.65
H: 12.29 12.07 2.00
H: 11.95 13.62 2.62
H: 9.73 11.91 1.19
H: 9.57 13.45 2.00
H: 9.16 11.06 2.75
H: 12.69 13.54 0.47
C: 16.74 19.85 -4.92
C: 17.33 20.35 -3.60
O: 16.43 20.26 -2.50
O: 16.46 18.49 -5.05
H: 17.50 20.15 -5.65
H: 15.84 20.40 -5.18
H: 17.66 21.38 -3.75
H: 18.14 19.66 -3.34
H: 15.66 20.83 -2.60
H: 15.94 18.29 -4.27
C: 13.67 21.06 -0.95
C: 12.31 20.36 -1.02
O: 12.30 19.34 -2.05
O: 14.07 21.88 -2.08
H: 14.52 20.39 -0.82
H: 13.62 21.70 -0.08
H: 11.55 21.07 -1.35
H: 12.07 19.94 -0.05
H: 12.00 19.78 -2.84
H: 13.45 22.59 -2.28
C: 9.70 11.65 -1.68
C: 10.10 12.77 -2.78
O: 10.74 12.21 -3.94
O: 8.90 10.64 -2.31
H: 9.31 12.14 -0.79
H: 10.64 11.19 -1.38
H: 10.71 13.55 -2.33
H: 9.20 13.22 -3.19
H: 10.62 12.76 -4.72
H: 9.41 10.00 -2.80
C: 15.61 22.76 -6.95
C: 16.57 23.87 -7.51
O: 17.85 23.35 -7.49
O: 15.65 21.62 -7.80
H: 14.64 23.24 -6.83
H: 16.02 22.47 -5.99
H: 16.61 24.83 -7.00
H: 16.27 24.11 -8.54
H: 17.80 22.47 -7.85
H: 15.26 21.87 -8.64
C: 7.64 22.04 -1.07
C: 6.88 21.73 -2.36
O: 7.71 22.02 -3.50
O: 8.80 21.29 -0.82
H: 7.06 21.83 -0.18
H: 7.90 23.10 -1.03
H: 5.90 22.21 -2.39
H: 6.74 20.65 -2.39
H: 7.41 22.88 -3.80
H: 9.19 21.44 0.04
C: 10.98 23.58 -4.52
C: 10.87 23.46 -3.03
O: 12.03 23.90 -2.21
O: 10.96 24.95 -4.87
H: 10.15 23.06 -5.01
H: 11.86 23.02 -4.85
H: 10.64 22.42 -2.82
H: 9.93 23.96 -2.78
H: 12.13 24.81 -2.48
H: 10.12 25.39 -4.77
C: 5.47 15.73 -3.57
C: 4.63 14.57 -3.12
O: 5.36 13.86 -2.16
O: 6.79 15.34 -4.02
H: 5.53 16.53 -2.84
H: 4.97 16.16 -4.44
H: 4.40 13.92 -3.97
H: 3.68 14.88 -2.68
H: 5.96 13.29 -2.65
H: 7.34 15.53 -3.25
C: 6.85 13.77 3.78
C: 5.39 13.49 4.13
O: 5.05 12.33 3.46
O: 7.21 13.79 2.44
H: 7.49 13.02 4.26
H: 7.04 14.75 4.21
H: 4.67 14.28 3.96
H: 5.27 13.25 5.19
H: 4.68 12.51 2.59
H: 6.47 14.04 1.88
C: 8.54 27.02 -12.65
O: 9.30 25.85 -12.32
C: 9.51 25.05 -13.43
C: 10.03 23.73 -13.07
N: 9.19 23.08 -12.05
C: 9.68 21.80 -11.62
C: 10.86 21.88 -10.66
O: 10.37 22.53 -9.49
C: 11.18 22.27 -8.32
H: 8.41 27.70 -11.81
H: 7.55 26.81 -13.06
H: 8.97 27.65 -13.43
H: 10.27 25.46 -14.09
H: 8.57 25.03 -13.99
H: 11.10 23.80 -12.86
H: 9.95 23.25 -14.04
H: 8.96 23.59 -11.21
H: 9.94 21.21 -12.50
H: 8.91 21.19 -11.13
H: 11.69 22.40 -11.15
H: 11.17 20.84 -10.50
H: 12.14 22.78 -8.44
H: 11.26 21.21 -8.08
H: 10.60 22.70 -7.50
C: 4.34 21.13 6.28
O: 4.93 20.66 5.07
C: 6.33 20.36 5.06
C: 6.70 20.17 3.56
N: 8.08 19.62 3.54
C: 8.50 19.20 2.21
C: 10.02 18.76 2.18
O: 10.34 17.78 3.19
C: 9.95 16.41 2.88
H: 4.19 20.33 7.01
H: 3.33 21.46 6.08
H: 4.94 21.84 6.86
H: 6.50 19.48 5.68
H: 6.96 21.18 5.42
H: 6.67 21.15 3.09
H: 6.06 19.43 3.07
H: 8.72 20.11 4.14
H: 8.47 20.05 1.53
H: 7.87 18.42 1.78
H: 10.68 19.61 2.29
H: 10.36 18.39 1.21
H: 10.22 15.68 3.64
H: 10.44 16.17 1.94
H: 8.87 16.50 2.76
C: 3.19 19.98 -3.81
O: 4.25 19.14 -4.24
C: 5.12 19.70 -5.24
C: 5.67 18.57 -6.12
N: 4.57 17.97 -6.89
C: 4.97 16.78 -7.64
C: 5.92 17.02 -8.91
O: 7.09 17.73 -8.59
C: 8.05 17.77 -9.64
H: 2.52 20.04 -4.66
H: 3.61 20.94 -3.49
H: 2.73 19.43 -2.99
H: 6.00 20.13 -4.76
H: 4.51 20.45 -5.76
H: 6.28 17.84 -5.59
H: 6.33 19.00 -6.88
H: 3.89 17.75 -6.17
H: 4.05 16.37 -8.05
H: 5.39 16.06 -6.93
H: 5.40 17.72 -9.56
H: 6.02 16.10 -9.49
H: 8.13 16.73 -9.95
H: 9.05 18.02 -9.27
H: 7.80 18.42 -10.47
C: 8.03 15.13 -0.28
O: 8.22 15.97 -1.44
C: 9.03 17.09 -1.17
C: 8.87 18.16 -2.24
N: 9.94 18.22 -3.23
C: 9.78 19.28 -4.18
C: 10.87 19.27 -5.21
O: 12.11 19.88 -4.66
C: 13.08 20.11 -5.66
H: 7.23 14.40 -0.43
H: 7.65 15.71 0.57
H: 8.98 14.71 0.03
H: 10.09 16.86 -1.20
H: 8.79 17.56 -0.22
H: 8.68 19.15 -1.82
H: 8.02 17.88 -2.87
H: 10.81 18.38 -2.75
H: 9.75 20.27 -3.72
H: 8.81 19.17 -4.66
H: 10.58 19.83 -6.09
H: 11.09 18.27 -5.58
H: 13.54 19.18 -5.98
H: 13.88 20.76 -5.31
H: 12.65 20.58 -6.54

Computed properties:
energy above the lowest of the compared OMol25 structures with the same formula, charge and spin	24.2	kJ/mol
E_tot	-4994.7810	Ha
LUMO	-0.22	eV
HOMO-LUMO gap	8.5	eV
highest occupied orbital energy	-0.3196	hartree

Here are the Löwdin charges for atoms 1 to 2, given in e: -0.19, -0.24



No. 2
# C52H152N16O28

A 20-piece molecular cluster, C52H152N16O28 overall (ωB97M-V/def2-TZVPD, OMol25).

CARTESIAN COORDINATES (ANGSTROEM)
C: 6.29 -5.90 -9.74
O: 6.62 -7.27 -9.95
C: 8.03 -7.56 -9.89
C: 8.88 -7.01 -11.08
N: 8.55 -7.74 -12.29
C: 8.50 -6.95 -13.49
C: 7.77 -7.63 -14.72
O: 6.40 -7.75 -14.34
C: 5.54 -8.44 -15.27
H: 6.53 -5.47 -8.76
H: 5.22 -5.96 -9.90
H: 6.68 -5.23 -10.50
H: 8.00 -8.65 -9.89
H: 8.37 -7.26 -8.89
H: 9.93 -7.06 -10.79
H: 8.51 -5.99 -11.17
H: 7.69 -8.21 -12.06
H: 9.50 -6.72 -13.86
H: 8.06 -5.97 -13.27
H: 8.09 -8.67 -14.80
H: 7.95 -7.06 -15.63
H: 5.65 -9.51 -15.09
H: 5.76 -8.25 -16.32
H: 4.48 -8.17 -15.28
C: -6.02 5.75 0.31
O: -5.03 4.79 0.62
C: -3.71 5.27 0.46
C: -3.21 5.08 -1.01
N: -3.14 3.69 -1.42
C: -2.07 2.91 -0.72
C: -1.91 1.44 -1.20
O: -1.30 1.29 -2.52
C: -0.97 0.05 -3.08
H: -5.85 6.30 -0.62
H: -6.18 6.53 1.05
H: -7.03 5.34 0.25
H: -3.01 4.85 1.18
H: -3.72 6.30 0.81
H: -2.27 5.59 -1.21
H: -3.93 5.62 -1.63
H: -4.02 3.31 -1.12
H: -2.32 2.81 0.34
H: -1.12 3.44 -0.73
H: -2.87 0.93 -1.23
H: -1.26 0.92 -0.49
H: -0.64 0.24 -4.11
H: -1.83 -0.62 -3.05
H: -0.12 -0.43 -2.60
C: -5.35 16.12 13.74
O: -5.25 15.00 12.86
C: -4.38 13.97 13.33
C: -5.23 12.87 14.02
N: -5.86 11.87 13.16
C: -6.93 12.57 12.36
C: -7.56 11.57 11.41
O: -6.54 10.91 10.63
C: -7.00 10.04 9.57
H: -4.39 16.49 14.08
H: -5.81 15.79 14.67
H: -5.87 16.97 13.29
H: -3.67 14.26 14.10
H: -3.82 13.56 12.49
H: -5.92 13.46 14.62
H: -4.72 12.30 14.80
H: -5.22 11.45 12.51
H: -6.52 13.30 11.68
H: -7.69 12.99 13.03
H: -8.19 12.18 10.76
H: -8.14 10.85 11.98
H: -6.23 9.87 8.82
H: -7.83 10.46 8.99
H: -7.34 9.10 10.00
C: -3.22 12.37 -5.96
O: -3.94 12.43 -4.74
C: -5.25 13.08 -4.76
C: -5.46 13.53 -3.29
N: -6.60 14.51 -3.29
C: -6.91 14.84 -1.93
C: -7.85 16.03 -1.92
O: -7.30 17.17 -2.45
C: -8.35 18.19 -2.53
H: -3.22 13.30 -6.53
H: -3.62 11.64 -6.66
H: -2.17 12.17 -5.74
H: -6.05 12.45 -5.14
H: -5.18 13.96 -5.40
H: -4.50 13.88 -2.92
H: -5.67 12.64 -2.69
H: -6.52 15.27 -3.95
H: -6.04 15.15 -1.34
H: -7.37 14.01 -1.41
H: -8.14 16.15 -0.87
H: -8.74 15.76 -2.49
H: -9.25 17.86 -3.04
H: -7.97 19.15 -2.88
H: -8.59 18.31 -1.47
C: -1.89 21.58 8.85
O: -2.19 20.28 8.36
C: -2.97 20.28 7.19
C: -2.73 18.99 6.38
N: -3.40 17.82 6.99
C: -3.69 16.58 6.29
C: -2.61 16.06 5.33
O: -2.47 16.97 4.19
C: -1.27 16.71 3.53
H: -1.21 21.37 9.67
H: -2.82 22.03 9.21
H: -1.39 22.17 8.08
H: -2.58 21.07 6.54
H: -4.01 20.54 7.41
H: -1.65 18.87 6.33
H: -3.08 19.16 5.36
H: -3.32 17.80 7.99
H: -4.71 16.48 5.92
H: -3.65 15.91 7.15
H: -2.71 15.00 5.09
H: -1.65 15.98 5.84
H: -1.37 15.75 3.02
H: -0.44 16.79 4.22
H: -1.09 17.47 2.76
C: 11.40 -0.71 -10.10
O: 10.60 0.20 -9.31
C: 9.44 0.57 -10.06
C: 8.72 1.55 -9.06
N: 7.98 0.83 -8.05
C: 7.55 1.74 -7.02
C: 6.75 0.98 -5.89
O: 7.70 0.40 -4.99
C: 7.09 -0.05 -3.82
H: 11.51 -0.23 -11.08
H: 10.84 -1.64 -10.23
H: 12.35 -0.94 -9.62
H: 8.80 -0.29 -10.25
H: 9.74 1.00 -11.02
H: 7.96 2.17 -9.51
H: 9.45 2.26 -8.68
H: 8.57 0.11 -7.66
H: 6.83 2.32 -7.60
H: 8.31 2.34 -6.53
H: 6.21 0.14 -6.32
H: 6.02 1.68 -5.47
H: 6.26 -0.75 -3.95
H: 6.89 0.80 -3.17
H: 7.79 -0.71 -3.31
C: -6.59 -2.79 -7.32
O: -7.51 -3.12 -8.41
C: -6.90 -3.79 -9.46
C: -7.85 -4.35 -10.48
N: -8.76 -5.27 -9.80
C: -9.87 -5.66 -10.63
C: -9.48 -6.12 -12.12
O: -9.15 -4.93 -12.84
C: -8.87 -5.14 -14.22
H: -6.14 -3.73 -7.03
H: -7.05 -2.33 -6.45
H: -5.84 -2.08 -7.66
H: -6.39 -4.70 -9.12
H: -6.16 -3.19 -9.99
H: -7.27 -4.95 -11.19
H: -8.48 -3.54 -10.86
H: -9.05 -4.81 -8.95
H: -10.58 -4.84 -10.74
H: -10.45 -6.47 -10.18
H: -10.36 -6.52 -12.62
H: -8.61 -6.77 -12.23
H: -9.81 -5.46 -14.67
H: -8.08 -5.85 -14.46
H: -8.53 -4.19 -14.64
C: 5.22 9.03 -0.41
O: 5.34 8.75 -1.77
C: 5.56 9.84 -2.61
C: 6.81 10.69 -2.31
N: 8.04 10.05 -2.60
C: 8.30 8.86 -1.76
C: 9.82 8.55 -1.92
O: 10.53 9.72 -1.65
C: 11.81 9.64 -2.12
H: 4.46 9.78 -0.21
H: 6.22 9.28 -0.04
H: 4.81 8.10 -0.01
H: 4.62 10.39 -2.64
H: 5.58 9.38 -3.60
H: 6.70 11.07 -1.29
H: 6.73 11.53 -2.99
H: 8.76 10.73 -2.38
H: 7.70 8.00 -2.06
H: 8.12 9.00 -0.70
H: 10.06 8.15 -2.91
H: 10.14 7.80 -1.20
H: 12.41 8.73 -2.07
H: 12.48 10.47 -1.88
H: 11.64 9.75 -3.19
C: 3.47 -9.60 -2.78
O: 3.48 -10.47 -3.61
N: 3.00 -9.81 -1.58
N: 3.83 -8.33 -2.90
H: 3.05 -9.00 -0.97
H: 2.60 -10.71 -1.34
H: 4.07 -7.96 -3.81
H: 3.54 -7.72 -2.15
C: -3.26 -9.47 -2.58
O: -3.37 -9.75 -3.76
N: -2.94 -10.25 -1.57
N: -3.44 -8.25 -2.15
H: -2.89 -11.25 -1.69
H: -2.93 -10.05 -0.58
H: -3.75 -7.63 -2.89
H: -3.20 -8.04 -1.19
C: -9.84 4.06 -3.05
O: -9.63 3.10 -2.35
N: -11.05 4.47 -3.39
N: -8.96 4.95 -3.53
H: -11.89 3.97 -3.13
H: -11.19 5.14 -4.13
H: -7.97 4.80 -3.43
H: -9.40 5.83 -3.76
C: 0.45 4.20 -7.53
O: 1.06 4.98 -8.26
N: 0.26 2.95 -7.80
N: 0.07 4.38 -6.34
H: 0.08 2.36 -7.00
H: 0.71 2.59 -8.63
H: -0.53 3.73 -5.86
H: 0.17 5.26 -5.86
O: -12.04 11.48 4.55
H: -12.22 12.37 4.26
H: -12.65 10.94 4.06
O: 1.03 3.57 4.73
H: 1.79 4.03 5.09
H: 0.32 3.78 5.33
O: -3.07 -3.63 2.49
H: -2.30 -3.07 2.57
H: -3.80 -3.01 2.38
O: -7.00 2.34 6.47
H: -7.81 2.17 6.96
H: -7.30 2.62 5.61
O: 0.65 -1.35 4.46
H: 0.86 -1.62 5.35
H: 0.72 -0.39 4.48
O: -7.20 -0.31 1.68
H: -7.98 -0.02 2.16
H: -7.42 -0.15 0.76
O: 1.87 -4.79 0.73
H: 1.99 -4.20 1.48
H: 0.92 -4.90 0.65
O: -2.65 4.01 7.93
H: -3.48 3.74 7.53
H: -2.89 4.70 8.55

Computed properties:
E_tot	-5054.7127	Ha
LUMO	0.10	eV
HOMO-LUMO gap	8.3	eV
highest occupied orbital energy	-0.3002	hartree

Here are the Löwdin charges for atoms 1 to 2, given in e: -0.11, -0.20